Entry 1:
{
  "formula": "C5H11O2",
  "method": "ωB97M-V with the def2-TZVPD basis set",
  "total_charge": -1,
  "e_above_lowest_kj_mol": 33.1,
  "homo_ev": -4.0,
  "homo_lumo_gap_ev": 7.9,
  "max_force_ev_per_a": 1.0,
  "species": ["O", "O", "C", "C", "C", "C", "C", "H", "H", "H", "H", "H", "H", "H", "H", "H", "H", "H"],
  "xyz": [[2.783, 0.859, 0.512], [1.439, -0.734, 1.377], [-2.708, -0.181, 0.234], [-1.316, 0.383, 0.551], [-0.697, 1.290, -0.509], [2.247, -0.274, 0.543], [2.663, -1.229, -0.617], [0.389, 1.308, -0.379], [-0.610, -0.405, 0.808], [-0.945, 2.338, -0.314], [2.692, -2.265, -0.274], [-3.373, -0.030, 1.081], [-2.736, -1.252, 0.032], [-3.092, 0.363, -0.633], [-0.971, 0.996, -1.524], [-1.251, 0.890, 1.517], [1.866, -1.122, -1.358], [3.618, -0.934, -1.046]]
}



Entry 2:
{
  "formula": "C5H11O2",
  "method": "ωB97M-V with the def2-TZVPD basis set",
  "e_above_lowest_kj_mol": 149.6,
  "homo_ev": [-10.7, -10.6],
  "homo_lumo_gap_ev": [11.5, 7.6],
  "max_force_ev_per_a": 4.2,
  "multiplicity": 2,
  "species": ["O", "O", "C", "C", "C", "C", "C", "H", "H", "H", "H", "H", "H", "H", "H", "H", "H", "H"],
  "xyz": [[-0.768, 2.027, 0.067], [-2.020, 0.554, 1.112], [0.158, 0.394, 1.747], [0.948, 1.472, 2.389], [0.169, -1.224, -2.857], [-0.564, -1.362, -1.552], [-0.974, 1.086, 0.827], [0.714, 2.365, 1.948], [0.817, 1.576, 3.520], [0.950, -0.373, -2.947], [0.591, -0.350, 1.058], [0.799, -1.976, -3.180], [-0.174, -0.379, 2.507], [-0.584, -1.123, -3.629], [-1.496, -0.952, -1.477], [-0.140, -0.792, -0.712], [-0.481, -2.262, -1.132], [2.056, 1.320, 2.312]]
}



Entry 3:
{
  "formula": "C5H11O2",
  "method": "ωB97M-V with the def2-TZVPD basis set",
  "e_above_lowest_kj_mol": 42.4,
  "homo_ev": [-10.7, -10.5],
  "homo_lumo_gap_ev": [11.6, 7.2],
  "max_force_ev_per_a": 2.3,
  "multiplicity": 2,
  "species": ["O", "O", "C", "C", "C", "C", "C", "H", "H", "H", "H", "H", "H", "H", "H", "H", "H", "H"],
  "xyz": [[0.135, -0.967, -1.016], [-0.801, -1.766, -2.912], [1.448, -0.384, 2.101], [2.547, 0.417, 1.395], [-1.706, 0.226, -2.001], [-0.642, -1.002, -1.956], [-2.295, 0.486, -0.616], [-2.527, 1.553, -0.591], [1.429, 0.018, 3.126], [2.505, 1.433, 1.768], [-2.432, 0.015, -2.779], [0.433, -0.127, 1.799], [2.603, 0.307, 0.312], [-1.532, 0.233, 0.115], [1.606, -1.453, 2.184], [-1.092, 1.080, -2.275], [-3.197, -0.027, -0.290], [3.517, -0.042, 1.636]]
}



Entry 4:
{
  "formula": "C5H11O2Pb",
  "method": "ωB97M-V with the def2-TZVPD basis set",
  "total_charge": 1,
  "e_above_lowest_kj_mol": 0.0,
  "homo_ev": -13.6,
  "homo_lumo_gap_ev": 8.2,
  "max_force_ev_per_a": 5.8,
  "species": ["Pb", "O", "O", "C", "C", "C", "C", "C", "H", "H", "H", "H", "H", "H", "H", "H", "H", "H", "H"],
  "xyz": [[3.183, 2.504, 0.686], [0.646, 0.831, 0.087], [3.694, 0.679, 0.348], [-2.106, -1.224, 0.456], [1.044, 2.271, 0.271], [1.404, -0.136, -0.178], [-3.089, -0.812, -0.630], [2.854, -0.335, 0.056], [-4.047, -0.487, -0.197], [-1.091, -1.475, 0.019], [-2.427, -2.144, 0.964], [-2.027, -0.458, 1.240], [0.968, -0.835, -0.906], [3.148, -0.921, -0.851], [-3.308, -1.647, -1.309], [2.823, -1.136, 0.838], [-2.695, 0.013, -1.239], [0.711, 2.716, -0.678], [0.316, 2.596, 1.025]]
}



Entry 5:
{
  "formula": "C5H11O2S",
  "method": "ωB97M-V with the def2-TZVPD basis set",
  "total_charge": -1,
  "e_above_lowest_kj_mol": 52.4,
  "homo_ev": -4.3,
  "homo_lumo_gap_ev": 7.6,
  "max_force_ev_per_a": 1.9,
  "species": ["S", "O", "O", "C", "C", "C", "C", "C", "H", "H", "H", "H", "H", "H", "H", "H", "H", "H", "H"],
  "xyz": [[0.398, -1.845, 1.971], [-0.600, 1.003, -0.937], [0.445, 0.227, -2.781], [1.182, -0.295, 1.565], [0.365, 0.910, 2.084], [-1.048, -1.773, 0.972], [-0.694, 2.303, -2.995], [-0.243, 1.047, -2.145], [0.221, 2.694, -3.428], [-1.315, 2.969, -2.415], [-1.975, -1.754, 1.543], [1.049, 1.727, 1.855], [-0.531, 0.993, 1.468], [-0.996, -2.534, 0.199], [-1.273, 1.911, -3.838], [-0.024, 0.917, 3.101], [-1.106, -0.858, 0.357], [2.226, -0.243, 1.873], [1.349, -0.361, 0.483]]
}



Entry 6:
{
  "formula": "C5H11O2S",
  "method": "ωB97M-V with the def2-TZVPD basis set",
  "total_charge": -1,
  "e_above_lowest_kj_mol": 166.9,
  "homo_ev": -3.9,
  "homo_lumo_gap_ev": 7.3,
  "max_force_ev_per_a": 5.5,
  "species": ["S", "O", "O", "C", "C", "C", "C", "C", "H", "H", "H", "H", "H", "H", "H", "H", "H", "H", "H"],
  "xyz": [[0.602, -2.297, 2.183], [1.284, 1.316, -1.790], [-0.055, 0.457, -0.356], [0.104, -0.610, 2.252], [-0.874, 2.312, -1.365], [0.051, -2.813, 0.504], [-1.493, 2.840, -2.606], [0.175, 1.212, -1.254], [-0.898, 2.988, -3.541], [0.802, 0.043, 1.818], [-0.891, -0.489, 1.873], [0.950, -2.934, -0.073], [-1.827, 3.799, -2.497], [-2.477, 2.191, -2.944], [-0.560, 3.248, -0.866], [-0.449, -3.724, 0.593], [-0.408, -1.881, 0.064], [0.075, -0.291, 3.299], [-1.563, 1.979, -0.669]]
}